<a>
{"formula": "C4H8O", "method": "the ωB97M-V functional and the def2-TZVPD basis", "spin_multiplicity": 1, "charge": 0, "homo_energy_ha": [-0.2664, -0.2586], "symbols": ["C", "O", "C", "C", "C", "H", "H", "H", "H", "H", "H", "H", "H"], "xyz": [[-1.748, -0.352, -0.812], [-0.699, 0.065, -1.475], [0.548, 0.058, -1.120], [0.417, 0.626, 1.307], [0.943, -0.362, 0.247], [-1.624, -0.908, 0.108], [-2.669, -0.307, -1.371], [-0.626, 0.895, 1.102], [1.198, 0.524, -1.848], [1.010, 1.546, 1.294], [0.459, 0.199, 2.315], [2.035, -0.428, 0.296], [0.562, -1.376, 0.459]], "lowdin_charge": [-0.0481, -0.0857, -0.1723, -0.1071, -0.2435, 0.0615, 0.0598, 0.0572, 0.1139, 0.0747, 0.0731, 0.1075, 0.1090]}

<b>
{"formula": "C4H8O", "method": "the ωB97M-V functional and the def2-TZVPD basis", "spin_multiplicity": 1, "charge": 0, "homo_energy_ha": -0.3364, "smiles": "COC1CC1", "symbols": ["C", "O", "C", "C", "C", "H", "H", "H", "H", "H", "H", "H", "H"], "xyz": [[-1.137, -0.237, -1.257], [0.026, 0.525, -1.426], [0.654, 0.683, -0.205], [-0.074, 0.230, 1.177], [1.193, -0.385, 0.662], [-0.901, -1.310, -1.257], [-1.844, 0.000, -2.052], [-1.480, 0.036, -0.247], [1.283, 1.580, -0.294], [-0.070, 0.945, 1.987], [-0.853, -0.525, 1.393], [2.085, -0.134, 1.211], [1.119, -1.407, 0.307]], "lowdin_charge": [-0.1138, -0.1316, -0.2909, -0.1158, -0.1421, 0.0943, 0.0931, 0.0620, 0.1503, 0.0835, 0.1015, 0.0985, 0.1110]}

<b> is preferred energetically. Next in line: 0.875 eV higher.

<a>
{"formula": "C4H8O", "method": "the ωB97M-V functional and the def2-TZVPD basis", "spin_multiplicity": 1, "charge": 0, "homo_energy_ha": -0.3758, "smiles": "CC[C@H]1CO1", "symbols": ["C", "C", "C", "C", "O", "H", "H", "H", "H", "H", "H", "H", "H"], "xyz": [[-1.604, 0.582, 0.159], [-0.635, -0.596, 0.060], [0.670, -0.199, -0.584], [1.868, 0.074, 0.212], [1.729, -1.140, -0.514], [-2.448, 0.348, 0.815], [-1.105, 1.468, 0.567], [-2.008, 0.848, -0.825], [-1.085, -1.406, -0.527], [-0.423, -1.011, 1.054], [0.589, 0.301, -1.553], [2.630, 0.758, -0.160], [1.820, -0.027, 1.297]], "lowdin_charge": [-0.1059, -0.2139, -0.3339, -0.1230, -0.0432, 0.0701, 0.0755, 0.0737, 0.1157, 0.1158, 0.1465, 0.1088, 0.1138]}

<b>
{"formula": "C4H8O", "method": "the ωB97M-V functional and the def2-TZVPD basis", "spin_multiplicity": 1, "charge": 0, "homo_energy_ha": -0.3548, "smiles": "C1CCOC1", "symbols": ["C", "C", "C", "O", "C", "H", "H", "H", "H", "H", "H", "H", "H"], "xyz": [[0.817, 0.481, 0.557], [0.112, -0.843, 0.409], [-1.190, -0.556, 0.068], [-1.095, 0.534, -1.023], [0.333, 0.941, -0.771], [1.882, 0.199, 0.250], [0.668, 1.261, 1.330], [0.393, -1.755, 1.314], [0.482, -1.334, -0.444], [-1.764, -1.286, -0.347], [-1.762, -0.362, 1.010], [0.284, 2.036, -0.825], [0.840, 0.684, -1.527]], "lowdin_charge": [-0.1437, -0.2789, -0.2223, -0.1075, -0.2162, 0.1435, 0.1332, 0.2078, 0.0966, 0.0848, 0.1342, 0.1264, 0.0421]}

<a> is preferred energetically. Next in line: 2.135 eV higher.